Here is a molecular structure, C43H43MnN6OP2S2 in a non-equilibrium geometry from the OMol25 dataset. Energies are from wB97M-V/def2-TZVPD.

## Properties
- Energy above the lowest of the compared OMol25 structures with the same formula, charge and spin: 33.4 kJ/mol
- Net charge: +1
- E: -127843.4485 eV
- Multiplicity: 6
- <S²>: 8.7541
- Gap between HOMO and LUMO (spin up / spin down): 0.2777 / 0.2780 hartree

Last column: Mulliken charge in e.
Cartesian coordinates (Å):
Mn (-1.67640, -0.81613, 0.83003)  1.19
S (-1.46632, -3.33130, 0.68536)  -0.80
S (-3.98431, -0.91199, -0.66454)  -0.38
P (0.00850, 0.48727, -1.29908)  1.32
P (1.91484, 2.98305, -1.00768)  -0.07
O (-2.88223, 0.37999, 2.12758)  -0.72
N (-2.75655, -2.87078, -2.07869)  0.47
N (0.23959, -1.24392, 2.02074)  0.92
N (-3.31484, -1.68050, 2.85630)  0.20
N (-4.79043, -2.43661, -2.71520)  -0.29
N (-3.54294, -3.74976, 3.54677)  -0.26
N (-4.33215, 0.14995, 3.84953)  0.19
C (-3.53433, -0.37326, 2.88755)  0.07
C (2.04648, -0.39774, 3.36111)  -1.03
C (4.06509, 4.15998, -2.28342)  -0.19
C (2.70312, -3.92564, 2.44815)  -0.94
C (2.36649, 3.49573, 0.76267)  0.52
C (2.59925, -1.62735, 3.37174)  -0.86
C (-4.97606, -0.66952, 4.70714)  -0.02
C (0.15717, -3.51671, 1.25160)  0.35
C (0.78496, -2.49660, 2.01468)  -0.25
C (5.88435, 2.09623, -1.98068)  -0.98
C (-2.99902, -3.86833, -3.11688)  -0.46
C (1.40174, 4.22604, 1.43902)  -0.37
C (-4.78989, -2.00083, 4.72268)  -1.05
C (1.71011, 1.16321, -1.05204)  -1.78
C (0.07598, -1.19088, -3.61820)  -0.30
C (-3.77165, -2.08284, -1.88702)  0.25
C (0.88758, -4.65010, 1.05301)  -0.66
C (0.49252, -2.37378, -4.28157)  -0.77
C (-4.65174, 1.57775, 3.84963)  -0.95
C (-0.80735, 1.72060, -2.29263)  0.20
C (-2.74261, 3.03897, -2.48677)  -0.72
C (-4.18142, -3.22770, -3.81857)  -0.51
C (3.64010, 3.01395, -1.66963)  0.34
C (1.69202, 4.71610, 2.68987)  -0.45
C (3.83981, 3.67419, 2.61481)  -0.53
C (0.32408, 1.12513, 2.49203)  -0.21
C (-1.04793, 3.23380, -4.19429)  -0.91
C (-2.01758, 2.12912, -1.78579)  -0.48
C (0.46686, -1.03757, -2.31426)  0.37
C (2.98923, 4.50633, 3.31177)  -0.76
C (1.68486, -3.14943, -2.35872)  -0.63
C (-3.90880, -2.49724, 3.66436)  0.76
C (-0.33250, 2.24562, -3.47698)  -0.18
C (-2.28811, 3.51852, -3.68366)  -0.57
C (6.25869, 3.27750, -2.58580)  -0.31
C (2.14726, -4.85021, 1.60989)  -1.08
C (5.39498, 4.33177, -2.68423)  -0.93
C (1.99698, -2.69438, 2.65003)  1.19
C (3.56275, 3.18067, 1.33038)  -0.64
C (0.85423, -0.23288, 2.57887)  0.66
C (4.63388, 2.04336, -1.46413)  0.32
C (1.24016, -1.99464, -1.69645)  -0.34
C (1.30343, -3.31425, -3.68451)  -0.80
H (0.40157, -5.42365, 0.51695)  0.54
H (-2.26983, 1.79038, -0.79575)  0.33
H (0.62339, 1.93000, -3.84137)  0.49
H (-5.62200, 1.72571, 4.31851)  0.37
H (1.02937, 5.37349, 3.20410)  0.47
H (-4.64576, 1.87136, 2.78264)  0.29
H (7.31119, 3.36765, -2.80702)  0.37
H (1.66051, -4.15965, -4.25244)  0.43
H (3.37151, 5.02740, -2.47134)  0.26
H (3.71796, -4.04907, 2.84073)  0.36
H (5.74175, 5.16098, -3.26727)  0.38
H (-5.33682, -2.71348, 5.37661)  0.34
H (0.42919, 4.38656, 0.85100)  0.33
H (0.01845, 1.34794, 1.46133)  -0.28
H (4.25412, 2.59098, 0.76852)  0.54
H (-2.81661, 4.29100, -4.19264)  0.39
H (4.80479, 3.39703, 3.09299)  0.35
H (-0.69180, -0.50374, -4.06053)  0.39
H (-3.85862, 2.17670, 4.24927)  0.29
H (-5.49126, -1.71673, -2.89874)  0.30
H (0.26309, -2.52861, -5.33498)  0.42
H (-2.13213, -3.96478, -3.76456)  0.24
H (4.30152, 1.14893, -0.93709)  0.35
H (1.03776, 1.83038, 2.85464)  0.15
H (-0.69985, 3.67248, -5.11962)  0.45
H (-3.94230, -2.59067, -4.70770)  0.26
H (-5.70416, -0.20774, 5.37653)  0.34
H (-4.90062, -3.91811, -4.26268)  0.34
H (1.97308, 0.66198, -0.10779)  0.61
H (-3.71774, -4.47888, 4.20657)  0.23
H (2.33606, 0.73471, -1.85953)  1.04
H (2.49094, 0.59151, 3.57588)  0.44
H (3.57590, -1.77486, 3.86535)  0.37
H (6.62490, 1.30367, -1.88784)  0.37
H (-3.17042, -4.85064, -2.75672)  0.32
H (-0.64478, 1.24029, 3.11606)  0.00
H (2.52604, -5.79519, 1.47194)  0.55
H (-3.69280, 3.32450, -2.12631)  0.47
H (3.26478, 5.04901, 4.21250)  0.45
H (2.37343, -3.79001, -1.87418)  0.59
H (1.54438, -1.76655, -0.64775)  0.13
H (-2.99059, -4.08896, 2.78056)  0.11
H (-1.91951, -2.93530, -1.49472)  -0.35

Atoms 1-3, force components in eV/Å:
Mn -0.039 -0.739 -0.201
S -0.255 0.173 -0.408
S 0.625 0.070 -0.152


Here is 2 unconnected molecules or ions with the total composition C5H14OS in a non-equilibrium geometry from the OMol25 dataset. Energies are from wB97M-V/def2-TZVPD.

## Properties
- Energy above the lowest of the compared OMol25 structures with the same formula, charge and spin: 77.7 kJ/mol
- Net charge: +1
- E: -18285.8201 eV
- Multiplicity: 2
- <S²>: 0.7531
- Gap between HOMO and LUMO (spin up / spin down): 0.3780 / 0.1931 hartree

Last column: natural (NBO) charge in e.
Cartesian coordinates (Å):
S (1.61051, -0.12275, 1.48913)  0.89
O (0.38615, 5.82352, -2.71713)  -0.93
C (-0.20736, -1.10389, -0.33802)  -0.41
C (1.16974, -0.44741, -0.23368)  -0.59
C (-1.31977, -0.22817, 0.26315)  -0.41
C (-2.64912, -0.93817, 0.16704)  -0.62
C (2.05627, -1.78831, 2.02041)  -0.82
H (-3.61125, -0.43108, 0.26270)  0.25
H (1.96477, -1.03976, -0.70378)  0.27
H (-1.40694, 0.65029, -0.39210)  0.22
H (-2.65231, -1.39292, -0.83178)  0.21
H (2.47101, -2.05144, 2.98780)  0.30
H (2.60360, -2.23679, 1.19187)  0.27
H (-0.46027, -1.17118, -1.39798)  0.25
H (-1.04717, 0.17756, 1.24811)  0.19
H (0.69228, 6.72348, -2.46582)  0.47
H (-2.82814, -1.73620, 0.90047)  0.22
H (1.16468, 5.29348, -2.59714)  0.46
H (-0.20911, -2.11677, 0.07174)  0.22
H (1.18680, 0.44734, -0.86305)  0.28
H (1.08564, -2.31086, 1.93805)  0.28

Atoms 1-3, force components in eV/Å:
S 0.536 -0.273 0.173
O -0.083 1.276 0.303
C -0.603 0.204 0.193


Here is C21H23N5S in the gas phase in a non-equilibrium geometry from the OMol25 dataset. Energies are from wB97M-V/def2-TZVPD.

## Properties
- Energy above the lowest of the compared OMol25 structures with the same formula, charge and spin: 0.0 kJ/mol
- SMILES string: SC1=Nc2ccccc2C2=N[C@H](CN3CCN(c4ccccc4)CC3)CN12
- E: -40435.2758 eV
- Gap between HOMO and LUMO: 0.2982 hartree

Last column: natural (NBO) charge in e.
Cartesian coordinates (Å):
S (-4.13913, 2.59388, 1.11523)  0.04
N (-2.27793, -1.96396, 0.71226)  -0.47
N (3.38933, 0.90978, -1.17492)  -0.47
N (-5.37069, 0.41827, 1.98428)  -0.54
N (0.91796, -0.06123, 0.01586)  -0.48
N (-3.45212, 0.00007, 0.68967)  -0.43
C (-0.02243, -1.07705, 0.59703)  -0.20
C (5.84672, 0.82676, -1.52210)  -0.30
C (-5.81425, -3.76129, 2.43387)  -0.23
C (-6.86228, -2.95131, 2.82701)  -0.18
C (7.00393, 1.40037, -2.10348)  -0.19
C (3.47747, -0.02230, -0.04694)  -0.22
C (1.01829, 0.02635, -1.48650)  -0.22
C (6.89107, 2.60240, -2.78286)  -0.26
C (-5.57840, -0.97477, 2.08730)  0.24
C (-4.71310, -3.23162, 1.82811)  -0.15
C (5.66946, 3.23134, -2.94619)  -0.18
C (-2.14837, 0.40074, 0.17157)  -0.24
C (4.58184, 1.47464, -1.70630)  0.28
C (-6.73274, -1.56031, 2.62018)  -0.24
C (4.52331, 2.63120, -2.46208)  -0.30
C (-4.59016, -1.86407, 1.62275)  -0.16
C (2.19918, 0.08178, 0.79288)  -0.22
C (-1.40966, -0.96811, 0.01579)  -0.08
C (2.04136, 1.18753, -1.74121)  -0.21
C (-3.38012, -1.32317, 1.01854)  0.42
C (-4.33813, 0.85867, 1.32077)  0.32
H (0.05493, 0.24541, -1.95865)  0.20
H (1.40660, -0.93434, -1.87590)  0.18
H (5.54022, 4.13795, -3.50777)  0.21
H (-2.16614, 0.93171, -0.77801)  0.21
H (3.55327, -1.05943, -0.38912)  0.17
H (4.36961, 0.20437, 0.57561)  0.22
H (-7.52268, -0.88792, 2.93403)  0.22
H (2.10849, 1.35211, -2.81285)  0.21
H (3.52423, 2.99682, -2.63554)  0.21
H (-7.72205, -3.37352, 3.30636)  0.22
H (2.20172, -0.65418, 1.59124)  0.20
H (2.17950, 1.11223, 1.20834)  0.19
H (7.95574, 0.93273, -1.99461)  0.21
H (-3.91892, -3.89532, 1.49884)  0.23
H (7.77558, 3.02773, -3.23446)  0.21
H (-1.35028, -1.21329, -1.03891)  0.19
H (-5.85502, -4.82597, 2.56831)  0.21
H (0.36616, -2.08728, 0.44184)  0.18
H (-5.08087, 2.89064, 2.01209)  0.17
H (-0.11133, -0.87221, 1.65362)  0.20
H (1.68350, 2.13596, -1.29876)  0.19
H (-1.63598, 1.07142, 0.84821)  0.21
H (5.91334, -0.12019, -0.99443)  0.21

Atoms 1-3, force components in eV/Å:
S 0.568 -0.081 -0.214
N -1.576 1.486 -0.068
N 0.481 -0.175 -0.158


Here is 10 unconnected molecules or ions with the total composition C4H28NO9 in a non-equilibrium geometry from the OMol25 dataset. Energies are from wB97M-V/def2-TZVPD.

## Properties
- Energy above the lowest of the compared OMol25 structures with the same formula, charge and spin: 0.0 kJ/mol
- Net charge: +1
- E: -24515.1335 eV
- Gap between HOMO and LUMO: 0.4066 hartree

Last column: natural (NBO) charge in e.
Cartesian coordinates (Å):
O (1.93414, 0.51626, 1.58505)  -0.97
O (0.17842, -0.17480, 3.70606)  -0.99
O (0.84632, -2.83021, 1.55617)  -0.98
O (0.64829, 2.66735, 0.47860)  -0.99
O (2.60288, -1.47262, -0.06019)  -1.01
O (-0.47378, 2.30459, 2.80562)  -1.01
O (-3.15891, 0.83375, 1.82618)  -0.96
O (-3.83835, -2.10826, 0.18600)  -0.93
O (2.46066, 1.74247, -1.56683)  -1.00
N (0.68576, -0.50164, -2.04852)  -0.57
C (-0.59904, -0.06120, -1.40864)  -0.22
C (0.46227, -0.98589, -3.43014)  -0.23
C (-0.69172, -0.08702, -3.85078)  -0.44
C (-1.57518, -0.01510, -2.61119)  -0.42
H (-3.45120, -2.13574, -0.69318)  0.46
H (-2.32862, 1.09183, 2.24669)  0.48
H (2.55426, -0.73255, 0.57497)  0.52
H (2.07586, 0.40797, 2.53088)  0.50
H (0.22967, -2.05037, -3.48116)  0.22
H (1.00841, 0.79792, 1.57485)  0.50
H (-3.16968, -1.69659, 0.74349)  0.47
H (-2.12256, 0.91837, -2.48412)  0.24
H (1.36515, -0.97280, -4.03711)  0.24
H (-0.27896, 1.42641, 3.19106)  0.50
H (-3.78120, 0.76344, 2.55652)  0.48
H (-0.82662, -0.73320, -0.58664)  0.23
H (2.92714, 2.52768, -1.85972)  0.50
H (-1.15647, -0.49226, -4.75255)  0.25
H (0.49694, -0.75942, 3.00686)  0.51
H (-0.40022, 0.89022, -4.24746)  0.23
H (-0.73846, 2.87852, 3.53184)  0.49
H (1.36630, -1.00104, -1.45101)  0.48
H (-0.13246, 2.94178, -0.00464)  0.48
H (1.41751, -2.72968, 0.78166)  0.49
H (-2.33660, -0.79256, -2.61422)  0.23
H (0.72119, 3.18347, 1.27701)  0.51
H (-0.12442, -0.66308, 4.47361)  0.51
H (1.31539, 0.31386, -2.13325)  0.47
H (-0.45644, 0.93753, -1.01474)  0.22
H (0.59305, -3.75500, 1.57096)  0.48
H (3.54843, -1.59665, -0.19721)  0.50
H (2.09412, 1.88628, -0.68220)  0.52

Atoms 1-3, force components in eV/Å:
O -0.284 -0.114 0.427
O 0.199 0.533 -0.266
O -0.190 0.187 -0.056